Record 1
C25H48CeCl3N4O3SSi | ωB97M-V with the def2-TZVPD basis set

E_tot: -3969.808204 a.u.
energy relative to the best compared isomer or geometry (same formula, charge and spin): 0.000 eV
Kohn-Sham gap (alpha / beta): 7.9 / 8.8 eV
LUMO level (alpha / beta): 0.015 / 0.015 Eh

Structure (ORCA input):
```
! wB97M-V def2-TZVPD RIJCOSX def2/J DEFGRID3
* xyz 0 2
C 2.49 -2.03 -7.50
C 1.75 -1.42 -8.65
H 2.57 -3.12 -7.63
H 1.99 -1.82 -6.55
H 3.52 -1.64 -7.45
C 1.57 -2.02 -9.84
C 2.19 -3.32 -10.23
H 0.94 -1.55 -10.60
H 2.16 -4.07 -9.43
H 3.24 -3.20 -10.54
H 1.64 -3.72 -11.09
Ce 0.70 -0.08 -0.30
Cl 2.76 1.46 0.04
Cl 1.63 -0.95 -2.56
C -0.07 2.41 -2.04
O -0.71 1.47 -1.47
N -0.64 3.37 -2.74
C -2.08 3.38 -2.99
C 0.16 4.43 -3.33
H 1.03 2.46 -1.97
H -2.58 2.78 -2.23
H -2.30 2.96 -3.99
H -2.41 4.42 -2.93
H 1.16 4.41 -2.90
H -0.30 5.40 -3.09
H 0.24 4.33 -4.42
H 0.09 -4.93 -1.36
H -0.68 -2.82 -3.20
C -0.91 -4.77 -0.94
C -1.61 -3.17 -2.73
N -1.43 -3.46 -1.31
H -0.84 -4.82 0.15
C -1.44 -2.47 -0.42
O -1.36 -1.25 -0.72
H -2.38 -2.40 -2.86
H -1.49 -2.78 0.63
H -1.58 -5.55 -1.32
H -1.94 -4.10 -3.22
O -0.12 -0.27 -7.75
C 1.14 -0.06 -8.38
C -0.19 0.82 -10.37
C 0.99 0.83 -9.61
H -1.03 0.21 -10.05
C -0.25 1.60 -11.53
H 1.83 0.44 -7.68
C 2.08 1.61 -9.99
H -1.18 1.61 -12.11
C 0.86 2.34 -11.95
C 2.03 2.35 -11.18
H 2.97 1.59 -9.36
H 0.81 2.92 -12.88
H 2.90 2.92 -11.50
Si -0.96 0.57 -6.59
Cl 1.49 -2.23 0.98
C -2.76 0.21 -6.92
C -0.60 2.40 -6.78
C -0.46 -0.11 -4.94
H -3.02 0.34 -7.98
H -3.40 0.89 -6.33
H -3.00 -0.82 -6.63
H -0.61 -1.20 -4.92
H -1.03 0.33 -4.12
H 0.60 0.07 -4.74
H -0.73 2.72 -7.82
H 0.43 2.64 -6.48
H -1.29 2.98 -6.15
C -2.55 0.24 3.81
N -1.29 0.18 4.52
C -1.38 0.45 5.95
C -0.14 0.34 3.81
S -0.20 1.00 2.22
N 1.03 -0.02 4.37
C 1.14 -0.74 5.63
C 2.28 0.20 3.67
H -3.34 0.11 4.55
H -2.62 -0.57 3.07
H -2.68 1.20 3.30
H -1.36 -0.50 6.51
H -0.61 1.13 6.32
H -2.37 0.89 6.12
H 2.06 -1.33 5.55
H 1.27 -0.03 6.45
H 0.30 -1.41 5.81
H 2.42 -0.52 2.86
H 2.34 1.21 3.26
H 3.07 0.05 4.41
*
```

=====

Record 2
C25H48FN3O17PS4 | ωB97M-V with the def2-TZVPD basis set

E_tot: -4458.602645 a.u.
energy relative to the best compared isomer or geometry (same formula, charge and spin): 0.000 eV
Kohn-Sham gap: 5.9 eV
LUMO level: 0.061 Eh

Structure (ORCA input):
```
! wB97M-V def2-TZVPD RIJCOSX def2/J DEFGRID3
* xyz -1 1
C 5.95 -2.13 -0.51
C 5.90 -1.18 -1.69
C 4.52 -1.14 -2.39
C 4.14 -2.52 -2.90
C 2.98 -2.50 -3.91
P 1.21 -2.58 -3.20
F 1.73 -2.16 -1.58
C 1.42 -4.42 -2.76
C 0.31 -5.04 -1.92
C 0.55 -4.94 -0.40
C -0.63 -4.44 0.40
N -1.13 -3.11 0.00
C -2.51 -2.97 0.18
N -3.30 -2.46 -0.67
N -3.09 -3.38 1.43
C 0.94 -0.71 -3.57
O -0.04 -0.14 -2.65
C 0.32 1.14 -2.33
C -0.33 2.19 -2.84
C 0.09 3.43 -2.50
C 1.13 3.65 -1.70
C 1.78 2.57 -1.16
C 1.35 1.34 -1.49
H 5.63 -3.14 -0.75
H 6.99 -2.22 -0.18
H 5.38 -1.79 0.35
H 6.11 -0.18 -1.31
H 6.63 -1.48 -2.44
H 3.81 -0.81 -1.63
H 4.61 -0.42 -3.20
H 5.02 -2.87 -3.44
H 3.99 -3.21 -2.08
H 3.14 -1.63 -4.55
H 3.09 -3.38 -4.55
H -0.19 -2.63 -2.76
H 0.73 -2.90 -4.55
H 1.58 -4.99 -3.68
H 2.33 -4.55 -2.16
H 0.33 -6.10 -2.17
H -0.67 -4.67 -2.21
H 0.72 -5.96 -0.05
H 1.44 -4.37 -0.13
H -0.30 -4.33 1.43
H -1.41 -5.21 0.41
H -0.95 -2.89 -0.98
H -2.78 -2.18 -1.51
H -3.15 -4.39 1.39
H -2.50 -3.09 2.20
H 1.89 -0.20 -3.46
H 0.55 -0.57 -4.58
H -1.18 2.06 -3.49
H -0.45 4.27 -2.90
H 1.49 4.64 -1.46
H 2.64 2.64 -0.52
H 1.84 0.47 -1.08
C -2.01 1.25 2.77
C -1.50 2.05 1.60
O -2.02 3.38 1.83
S -2.09 3.66 3.39
O -0.94 4.39 3.79
O -3.39 4.11 3.71
O -1.92 2.15 3.89
H -3.06 0.97 2.64
H -1.42 0.36 2.96
H -1.85 1.66 0.64
H -0.41 2.10 1.59
C -4.89 -1.30 6.65
C -4.14 -0.03 6.30
O -2.88 -0.49 5.79
S -3.09 -1.89 5.04
O -3.21 -1.66 3.65
O -2.16 -2.82 5.57
O -4.55 -2.23 5.62
H -4.55 -1.71 7.61
H -5.96 -1.15 6.69
H -3.99 0.62 7.15
H -4.65 0.52 5.50
C -5.75 0.29 0.38
C -4.95 0.15 -0.89
O -5.56 1.08 -1.80
S -6.13 2.33 -0.99
O -5.19 3.39 -1.05
O -7.49 2.52 -1.35
O -6.06 1.69 0.47
H -6.69 -0.27 0.31
H -5.20 -0.04 1.26
H -4.96 -0.85 -1.28
H -3.91 0.46 -0.73
C 3.39 6.73 1.23
C 4.25 7.76 0.52
O 5.44 7.04 0.15
S 5.06 5.51 -0.16
O 4.91 5.36 -1.56
O 5.91 4.68 0.61
O 3.60 5.52 0.50
H 3.73 6.57 2.26
H 2.34 7.00 1.23
H 4.50 8.60 1.15
H 3.77 8.11 -0.39
*
```